Here is a 13-piece molecular cluster, C44H88O29 overall from the OMol25 dataset. Energies are from ωB97M-V/def2-TZVPD.

Each line ends with the Löwdin charge.
Geometry (Å):
1 C -5.46 5.76 -2.13  -0.188
2 C -5.11 7.18 -2.22  -0.222
3 C -6.16 8.06 -1.69  -0.185
4 O -7.06 7.04 -1.22  -0.137
5 C -6.33 5.84 -0.95  -0.234
6 H -4.60 5.11 -1.96  0.125
7 H -6.11 5.39 -2.92  0.127
8 H -4.86 7.40 -3.26  0.118
9 H -4.24 7.46 -1.63  0.120
10 H -6.67 8.76 -2.35  0.120
11 H -5.85 8.70 -0.87  0.114
12 H -6.97 4.98 -0.77  0.124
13 H -5.76 5.93 -0.02  0.120
14 C -1.50 4.79 5.05  -0.145
15 C -0.69 5.63 4.03  -0.169
16 C -1.58 6.77 3.64  -0.207
17 O -2.74 6.62 4.45  -0.117
18 C -2.39 5.90 5.56  -0.273
19 H -0.77 4.31 5.70  0.109
20 H -2.17 4.02 4.65  0.112
21 H -0.61 4.95 3.18  0.105
22 H 0.25 5.99 4.44  0.113
23 H -1.76 6.72 2.57  0.115
24 H -1.20 7.78 3.79  0.116
25 H -3.26 5.49 6.08  0.122
26 H -1.94 6.55 6.31  0.120
27 C 8.59 -2.32 -3.88  -0.160
28 C 7.49 -1.40 -3.33  -0.171
29 C 6.75 -1.01 -4.56  -0.259
30 O 7.69 -0.99 -5.59  -0.148
31 C 8.69 -2.03 -5.37  -0.170
32 H 8.22 -3.35 -3.90  0.107
33 H 9.49 -2.15 -3.30  0.111
34 H 7.92 -0.51 -2.87  0.111
35 H 6.81 -1.87 -2.62  0.112
36 H 6.19 -0.07 -4.56  0.124
37 H 6.00 -1.76 -4.79  0.114
38 H 9.63 -1.50 -5.54  0.114
39 H 8.55 -2.88 -6.03  0.116
40 C 0.15 3.10 -8.00  -0.157
41 C 1.45 3.73 -8.64  -0.153
42 C 1.98 4.63 -7.51  -0.270
43 O 0.98 4.74 -6.59  -0.146
44 C -0.31 4.30 -7.18  -0.153
45 H 0.30 2.20 -7.40  0.109
46 H -0.46 2.81 -8.86  0.104
47 H 1.25 4.31 -9.54  0.103
48 H 2.17 2.94 -8.89  0.099
49 H 2.25 5.64 -7.83  0.117
50 H 2.79 4.09 -7.02  0.116
51 H -0.68 5.13 -7.79  0.116
52 H -1.13 3.93 -6.57  0.115
53 C 0.29 -0.39 1.37  -0.200
54 C -0.40 0.08 0.19  -0.196
55 C -0.07 -0.95 -0.94  -0.178
56 O 0.81 -1.82 -0.27  -0.149
57 C 1.45 -1.14 0.77  -0.211
58 H -0.39 -1.02 1.94  0.123
59 H 0.57 0.43 2.03  0.119
60 H -0.02 1.04 -0.17  0.110
61 H -1.48 0.24 0.22  0.112
62 H 0.39 -0.60 -1.86  0.114
63 H -0.95 -1.54 -1.20  0.113
64 H 2.29 -0.54 0.41  0.121
65 H 1.91 -1.87 1.44  0.124
66 C 3.61 -7.86 -8.69  -0.094
67 O 4.13 -7.35 -7.53  -0.013
68 C 3.64 -7.79 -6.32  -0.550
69 O 2.81 -8.65 -6.04  0.124
70 O 4.17 -6.93 -5.49  0.011
71 C 3.63 -6.70 -4.22  -0.051
72 H 2.62 -7.45 -8.90  0.098
73 H 3.47 -8.93 -8.63  0.095
74 H 4.31 -7.68 -9.51  0.098
75 H 2.95 -7.44 -3.80  0.096
76 H 3.11 -5.73 -4.22  0.096
77 H 4.36 -6.56 -3.43  0.091
78 C 4.87 6.23 -1.03  -0.058
79 O 5.72 6.69 -2.10  -0.033
80 C 6.93 6.05 -2.38  -0.517
81 O 7.61 5.42 -1.59  0.106
82 O 7.19 6.27 -3.69  -0.027
83 C 8.12 5.37 -4.40  -0.007
84 H 4.10 5.60 -1.47  0.090
85 H 4.31 7.07 -0.62  0.086
86 H 5.32 5.73 -0.18  0.090
87 H 8.18 4.39 -3.93  0.092
88 H 9.06 5.91 -4.43  0.092
89 H 7.81 5.22 -5.44  0.087
90 C 6.12 2.13 5.13  -0.038
91 O 5.00 1.38 5.63  -0.041
92 C 4.32 1.48 6.84  -0.472
93 O 3.42 0.72 7.18  0.114
94 O 4.75 2.63 7.52  -0.046
95 C 4.02 3.06 8.68  -0.059
96 H 7.09 1.73 5.44  0.093
97 H 6.02 3.15 5.50  0.085
98 H 6.01 2.15 4.05  0.092
99 H 4.34 2.47 9.54  0.094
100 H 2.93 3.11 8.59  0.094
101 H 4.16 4.07 9.05  0.085
102 C -3.16 2.06 13.34  -0.031
103 O -2.92 1.30 12.16  -0.001
104 C -3.47 1.71 11.04  -0.635
105 O -4.20 2.66 10.93  0.122
106 O -3.12 0.80 10.13  0.000
107 C -3.99 0.58 8.96  -0.014
108 H -4.21 2.09 13.64  0.098
109 H -2.87 3.09 13.13  0.098
110 H -2.53 1.51 14.04  0.100
111 H -4.57 1.47 8.70  0.086
112 H -4.72 -0.20 9.12  0.089
113 H -3.40 0.30 8.09  0.088
114 C -8.12 -1.12 -1.30  -0.029
115 O -8.50 -0.46 -0.05  -0.006
116 C -9.75 0.05 -0.07  -0.533
117 O -10.51 0.15 -1.03  0.092
118 O -9.94 0.62 1.18  -0.052
119 C -11.07 1.51 1.46  -0.012
120 H -8.69 -0.87 -2.19  0.087
121 H -8.31 -2.18 -1.12  0.090
122 H -7.08 -1.08 -1.63  0.088
123 H -10.85 2.45 0.95  0.098
124 H -11.22 1.60 2.53  0.088
125 H -11.95 0.97 1.12  0.089
126 C 2.58 -9.21 11.67  -0.039
127 O 2.39 -8.79 10.33  -0.003
128 C 2.69 -7.57 9.94  -0.613
129 O 3.32 -6.77 10.65  0.090
130 O 2.21 -7.39 8.75  0.029
131 C 2.17 -6.16 8.13  -0.057
132 H 1.95 -8.62 12.33  0.103
133 H 3.66 -9.20 11.84  0.098
134 H 2.35 -10.27 11.80  0.091
135 H 1.46 -5.50 8.65  0.103
136 H 1.90 -6.28 7.09  0.100
137 H 3.11 -5.61 8.17  0.099
138 C -1.05 -3.68 -7.96  -0.040
139 O -1.97 -3.30 -8.94  0.004
140 C -2.93 -2.46 -8.72  -0.581
141 O -3.17 -1.92 -7.68  0.139
142 O -3.71 -2.21 -9.85  -0.034
143 C -3.55 -2.83 -11.10  -0.070
144 H -0.73 -2.79 -7.42  0.098
145 H -0.16 -4.09 -8.43  0.096
146 H -1.40 -4.38 -7.20  0.102
147 H -4.33 -2.36 -11.70  0.092
148 H -3.83 -3.88 -11.02  0.097
149 H -2.59 -2.56 -11.55  0.097
150 C -3.40 -8.74 -1.61  -0.025
151 O -3.32 -7.40 -1.09  -0.011
152 C -3.26 -7.02 0.17  -0.636
153 O -2.76 -7.73 1.07  0.077
154 O -3.78 -5.85 0.23  0.034
155 C -4.04 -5.32 1.58  0.010
156 H -4.39 -9.16 -1.45  0.094
157 H -2.65 -9.37 -1.14  0.090
158 H -3.19 -8.78 -2.68  0.090
159 H -3.94 -4.24 1.55  0.091
160 H -3.33 -5.74 2.29  0.090
161 H -5.05 -5.60 1.88  0.096

Values from the calculation:
Orbital gap in eV: 9.5984
Relative energy (zero: lowest compared OMol25 entry of this formula, charge and spin) in kcal per mole: 189.2
HOMO in eV: -9.53
Energy in eV: -106422.95638
E_LUMO in eV: 0.1

=====

Here is a 5-piece molecular cluster, C44H94ClN4O4P2 overall from the OMol25 dataset. Energies are from ωB97M-V/def2-TZVPD.

Each line ends with the Löwdin charge.
Geometry (Å):
1 Cl 5.31 -1.94 11.13  0.613
2 O 5.78 -2.83 12.16  -0.372
3 O 6.25 -0.87 10.77  -0.361
4 O 4.96 -2.71 9.99  -0.376
5 O 4.17 -1.22 11.59  -0.389
6 C 0.93 -2.22 8.25  -0.065
7 C 1.55 -2.23 9.65  -0.149
8 N 0.54 -2.42 10.69  -0.036
9 C 0.75 -1.99 11.97  -0.006
10 C -0.35 -2.35 12.70  -0.003
11 N -1.16 -3.10 11.87  -0.088
12 C -0.60 -3.15 10.58  0.067
13 C -2.43 -3.64 12.29  -0.011
14 H 0.37 -3.14 8.07  0.057
15 H 1.73 -2.36 7.52  0.082
16 H 0.19 -1.45 8.03  0.086
17 H 1.93 -1.21 9.75  0.113
18 H 2.33 -2.99 9.67  0.103
19 H 1.59 -1.34 12.20  0.123
20 H -0.69 -2.15 13.71  0.144
21 H -0.98 -3.65 9.70  0.156
22 H -2.32 -4.31 13.14  0.101
23 H -2.95 -4.25 11.56  0.105
24 H -3.12 -2.89 12.67  0.107
25 C 0.46 1.88 12.71  -0.045
26 C 1.68 2.58 11.92  -0.176
27 N 1.88 1.98 10.65  -0.164
28 C 0.94 1.80 9.68  -0.078
29 C 1.54 1.42 8.45  -0.049
30 N 2.93 1.22 8.74  -0.164
31 C 3.10 1.64 10.07  -0.124
32 C 4.07 0.73 7.94  -0.022
33 H -0.52 1.99 12.24  0.058
34 H 0.36 2.45 13.63  0.067
35 H 0.69 0.83 12.90  0.038
36 H 2.55 2.36 12.53  0.087
37 H 1.63 3.64 11.70  0.124
38 H -0.10 1.93 9.97  0.102
39 H 1.11 1.41 7.46  0.096
40 H 4.08 1.75 10.52  0.095
41 H 3.60 -0.03 7.31  0.073
42 H 4.78 0.27 8.62  0.073
43 H 4.51 1.47 7.28  0.082
44 C 11.35 -1.65 11.55  -0.109
45 C 11.56 -1.82 13.06  -0.233
46 C 10.63 -0.87 13.86  -0.237
47 C 9.13 -1.17 13.84  -0.264
48 P 8.11 -0.43 15.18  1.094
49 C 8.92 -0.70 16.89  -0.222
50 C 9.28 -2.15 17.33  -0.223
51 C 8.26 -3.27 17.32  -0.281
52 C 8.91 -4.67 17.46  -0.103
53 C 7.80 1.39 14.97  -0.286
54 C 7.27 1.87 13.57  -0.200
55 C 6.55 3.22 13.75  -0.269
56 C 5.55 3.62 12.72  -0.101
57 C 6.31 -1.06 15.13  -0.220
58 C 5.47 -0.60 16.41  -0.176
59 C 3.93 -0.70 16.18  -0.263
60 C 3.44 -0.14 14.91  -0.127
61 H 11.70 -0.64 11.38  0.077
62 H 10.35 -1.90 11.18  0.070
63 H 12.04 -2.21 10.91  0.073
64 H 12.58 -1.51 13.24  0.112
65 H 11.34 -2.86 13.30  0.105
66 H 10.81 0.19 13.67  0.118
67 H 10.86 -0.97 14.92  0.083
68 H 8.79 -2.21 13.90  0.094
69 H 8.78 -0.86 12.86  0.094
70 H 8.27 -0.23 17.64  0.087
71 H 9.65 0.08 17.08  0.092
72 H 9.76 -2.11 18.31  0.123
73 H 10.07 -2.57 16.70  0.100
74 H 7.62 -3.38 16.45  0.085
75 H 7.52 -3.27 18.12  0.106
76 H 9.36 -4.95 16.51  0.073
77 H 8.13 -5.38 17.70  0.074
78 H 9.61 -4.77 18.30  0.082
79 H 8.75 1.84 15.28  0.090
80 H 7.13 1.69 15.77  0.074
81 H 6.49 1.15 13.35  0.091
82 H 8.19 1.82 12.99  0.118
83 H 7.46 3.82 13.70  0.116
84 H 6.06 3.33 14.72  0.110
85 H 5.18 4.62 12.94  0.083
86 H 4.67 2.97 12.67  0.045
87 H 6.06 3.72 11.76  0.085
88 H 6.62 -2.10 15.07  0.052
89 H 5.88 -0.74 14.18  0.058
90 H 5.68 0.46 16.53  0.090
91 H 5.82 -1.23 17.23  0.099
92 H 3.40 -0.18 16.98  0.112
93 H 3.61 -1.74 16.29  0.112
94 H 3.79 -0.76 14.08  0.049
95 H 3.80 0.85 14.66  0.082
96 H 2.35 -0.15 14.92  0.075
97 C 1.68 -6.54 13.63  -0.086
98 C 1.94 -5.51 12.53  -0.319
99 C 3.26 -5.43 11.88  -0.215
100 C 3.40 -6.83 11.15  -0.214
101 P 4.71 -6.83 9.81  1.043
102 C 5.10 -8.55 9.15  -0.229
103 C 5.81 -9.65 10.04  -0.197
104 C 7.09 -10.30 9.37  -0.257
105 C 7.98 -11.19 10.22  -0.098
106 C 4.15 -5.72 8.49  -0.260
107 C 5.01 -5.63 7.24  -0.256
108 C 4.30 -5.06 6.04  -0.263
109 C 5.25 -5.08 4.81  -0.101
110 C 6.20 -6.27 10.66  -0.267
111 C 7.50 -6.22 9.85  -0.213
112 C 8.72 -6.37 10.74  -0.245
113 C 8.79 -7.64 11.62  -0.081
114 H 2.63 -6.85 14.06  0.074
115 H 1.31 -7.46 13.17  0.076
116 H 1.08 -6.22 14.48  0.079
117 H 1.55 -4.54 12.83  0.090
118 H 1.16 -5.82 11.83  0.095
119 H 3.93 -5.18 12.70  0.129
120 H 3.12 -4.67 11.11  0.088
121 H 2.45 -7.03 10.67  0.095
122 H 3.67 -7.65 11.81  0.098
123 H 5.73 -8.53 8.26  0.079
124 H 4.08 -8.84 8.92  0.081
125 H 5.09 -10.42 10.34  0.110
126 H 6.12 -9.11 10.93  0.076
127 H 7.67 -9.48 8.95  0.087
128 H 6.69 -10.81 8.49  0.109
129 H 8.90 -11.49 9.72  0.082
130 H 7.47 -12.11 10.51  0.080
131 H 8.32 -10.65 11.11  0.059
132 H 4.12 -4.77 9.02  0.065
133 H 3.17 -6.10 8.21  0.106
134 H 5.32 -6.60 6.87  0.108
135 H 5.88 -5.00 7.45  0.120
136 H 3.89 -4.05 6.12  0.107
137 H 3.54 -5.76 5.67  0.111
138 H 6.19 -4.55 4.96  0.076
139 H 4.75 -4.57 3.99  0.076
140 H 5.43 -6.12 4.53  0.077
141 H 6.18 -6.90 11.55  0.081
142 H 5.86 -5.30 11.02  0.073
143 H 7.60 -5.24 9.37  0.117
144 H 7.54 -7.04 9.13  0.099
145 H 8.78 -5.46 11.33  0.106
146 H 9.62 -6.39 10.12  0.112
147 H 8.87 -8.54 11.01  0.054
148 H 7.90 -7.65 12.26  0.059
149 H 9.66 -7.71 12.26  0.079

Values from the calculation:
Charge: +2
Orbital gap (alpha / beta) in eV: 3.0590 / 7.0776
HOMO (alpha / beta) in eV: -7.20 / -11.22
Multiplicity: 2
Energy in eV: -92379.05026
E_LUMO (alpha / beta) in eV: -4.1 / -4.1